[1]
ORCA calculation (the ωB97M-V functional and the def2-TZVPD basis) on a cluster of 7 separate species, C38H49N3O21 in total.

The geometry in XYZ format:
```
111
Properties=species:S:1:pos:R:3:forces:R:3
C 5.37447 -1.15149 2.02393 0.568 0.087 -0.400
C 4.92596 -0.87194 0.62088 0.236 0.009 0.224
C 5.80277 -0.97555 -0.43507 -0.202 -0.096 -0.235
C 5.39004 -0.74361 -1.76015 -0.684 0.205 0.402
C 4.09048 -0.37063 -1.99071 0.376 -0.029 -0.600
C 3.18220 -0.21264 -0.93938 -0.547 0.211 -0.042
N 1.90570 0.22502 -1.21361 0.341 -0.228 0.250
C 1.09474 0.39199 -0.21007 -0.305 0.052 -0.339
C -0.28122 0.93798 -0.46732 0.228 -0.142 -0.135
C -1.44272 0.12190 0.10630 0.251 0.458 -0.070
C -1.35658 -1.36054 -0.23416 -0.585 0.328 -0.002
C -1.86774 -2.26235 0.85717 0.199 -0.572 0.014
O -2.08773 -1.91840 1.98000 -0.304 0.265 0.359
O -2.11108 -3.53535 0.46440 0.213 0.144 0.531
C 1.56630 0.10485 1.10529 0.073 -0.058 0.424
O 0.65822 0.36121 2.14623 0.352 -0.388 -0.177
C 1.20651 0.48131 3.31748 -0.804 0.508 -1.153
N 1.54496 0.84387 4.34417 0.614 -0.027 1.373
N 2.73059 -0.31313 1.42666 -0.185 0.166 -0.453
C 3.59320 -0.47017 0.37281 0.444 -0.232 0.168
H 6.45496 -1.06675 2.05383 0.221 -0.029 0.097
H 5.13377 -2.17278 2.30500 -0.283 -0.036 0.274
H 4.99291 -0.42944 2.73203 -0.300 -0.093 0.194
H 6.83108 -1.25033 -0.26280 0.143 -0.046 0.205
H 6.07035 -0.82675 -2.59029 0.206 -0.071 -0.052
H 3.75228 -0.16681 -2.99324 -0.161 0.039 -0.130
H -0.39000 0.98641 -1.54555 0.134 0.043 -0.228
H -0.27856 1.96805 -0.10855 -0.245 -0.158 0.120
H -2.34370 0.51559 -0.34738 -0.180 0.189 -0.012
H -1.54320 0.31756 1.16469 0.040 -0.342 0.282
H -0.37246 -1.68405 -0.56160 0.168 -0.078 0.036
H -2.02761 -1.54394 -1.06895 0.151 -0.191 -0.358
H -1.42965 -3.79738 -0.17730 -0.125 -0.124 -0.588
C 4.44004 -4.40924 -1.79620 -0.010 -0.091 -0.397
C 3.19676 -4.10183 -1.00943 0.315 -0.126 -0.028
C 2.69269 -5.22604 -0.13567 0.221 -0.162 0.300
O 1.28772 -4.92335 -0.05501 -0.032 0.020 -0.118
C 0.95829 -4.25626 -1.17512 0.455 -0.196 0.212
O -0.17040 -4.00981 -1.48723 -0.222 0.114 -0.185
O 2.04881 -3.88887 -1.86697 -0.236 0.072 0.128
H 4.61961 -3.63720 -2.54373 0.046 0.099 0.114
H 5.29620 -4.44966 -1.12242 0.007 0.054 0.021
H 4.36585 -5.36138 -2.32223 -0.125 -0.044 0.085
H 3.34241 -3.18620 -0.42583 -0.088 0.015 -0.031
H 3.13751 -5.23042 0.85739 -0.205 0.115 0.068
H 2.80177 -6.20733 -0.60899 0.059 0.474 0.172
C 1.30492 -11.83726 -2.06741 0.002 0.104 -0.309
C 1.70135 -10.56797 -1.35968 -0.174 -0.277 -0.116
C 0.56564 -9.78347 -0.74183 0.014 0.014 0.173
O 1.08765 -8.44499 -0.76295 -0.070 -0.081 0.015
C 1.96318 -8.36920 -1.78588 -0.019 0.045 -0.147
O 2.43431 -7.34886 -2.18608 -0.021 -0.277 -0.261
O 2.22944 -9.59217 -2.28541 0.045 0.019 0.138
H 2.13562 -12.21768 -2.66007 0.053 -0.044 0.097
H 1.01075 -12.59869 -1.34609 0.012 0.013 0.036
H 0.47328 -11.65899 -2.74994 -0.028 0.027 0.035
H 2.47974 -10.77358 -0.61995 0.014 0.076 0.017
H 0.32915 -10.08504 0.27472 0.068 0.168 0.066
H -0.34144 -9.80736 -1.34874 0.027 -0.071 -0.058
C -1.33075 7.33076 -0.67296 -0.013 -0.093 -0.374
C -1.77148 6.03595 -0.04218 0.242 0.337 -0.153
C -0.66725 5.15552 0.49857 -0.016 -0.045 0.243
O -1.25418 3.84176 0.40516 -0.093 0.334 -0.093
C -2.15505 3.88293 -0.60895 -0.044 0.175 -0.053
O -2.69539 2.93243 -1.07832 0.132 -0.050 0.106
O -2.36216 5.15093 -1.01680 -0.061 -0.112 0.148
H -2.15597 7.78758 -1.21872 0.001 0.045 0.161
H -0.98747 8.02823 0.09019 -0.037 0.000 0.032
H -0.52187 7.16050 -1.38487 0.051 -0.060 0.047
H -2.52497 6.22932 0.72728 -0.018 -0.072 0.042
H -0.40185 5.37991 1.52816 -0.067 -0.178 0.058
H 0.23130 5.17456 -0.12154 -0.044 0.089 -0.068
C 3.54671 2.40750 7.33359 -0.059 -0.362 -0.037
C 4.70652 2.70838 6.41988 -0.322 -0.002 0.177
C 4.33099 3.18146 5.03449 -0.037 0.128 -0.099
O 5.46376 2.75709 4.25824 -0.034 0.002 0.050
C 5.99715 1.67673 4.87898 -0.185 -0.102 0.011
O 6.81538 0.95961 4.40233 0.116 -0.022 -0.058
O 5.44842 1.51434 6.10507 0.153 0.132 -0.050
H 3.88906 1.87262 8.21874 0.054 0.111 0.054
H 3.05999 3.33064 7.64752 0.030 0.033 -0.008
H 2.81319 1.77455 6.83226 0.008 0.044 -0.066
H 5.39747 3.40910 6.89800 0.055 -0.002 -0.056
H 4.20197 4.25872 4.96380 0.180 0.017 -0.094
H 3.44064 2.67905 4.64930 -0.010 -0.047 0.128
C -5.00799 1.50164 -2.13217 0.050 0.048 -0.185
C -6.22904 1.39786 -3.00592 0.394 -0.076 0.380
C -6.05990 0.68290 -4.32454 -0.087 -0.065 -0.082
O -7.05677 1.32687 -5.13700 0.101 0.010 0.078
C -7.23114 2.58189 -4.64898 0.023 -0.056 -0.003
O -7.84430 3.44118 -5.19055 -0.022 0.033 -0.020
O -6.60262 2.71181 -3.45420 -0.324 -0.010 -0.168
H -5.17709 2.22076 -1.33413 -0.019 -0.069 0.062
H -4.74878 0.54119 -1.68589 -0.068 -0.034 -0.019
H -4.15790 1.85982 -2.70836 0.028 0.000 0.001
H -7.06694 0.97669 -2.44188 -0.094 0.038 -0.095
H -6.24056 -0.38704 -4.26528 -0.178 0.027 -0.118
H -5.08233 0.86264 -4.77726 0.053 0.026 0.101
C -6.26035 5.17753 -1.36344 0.115 0.191 -0.304
C -5.58545 6.15343 -0.43558 -0.260 -0.261 -0.157
C -6.50632 7.02480 0.38743 0.038 -0.008 0.160
O -5.68985 8.18306 0.62166 -0.034 -0.024 -0.052
C -4.81385 8.27840 -0.40840 -0.151 -0.094 0.007
O -4.11087 9.21396 -0.61286 0.078 0.079 -0.004
O -4.84648 7.15598 -1.16359 0.075 0.062 0.145
H -5.53527 4.76155 -2.06053 0.026 -0.101 0.080
H -6.71249 4.36142 -0.80032 0.023 0.006 0.041
H -7.03515 5.66088 -1.95947 -0.020 0.039 0.046
H -4.87266 5.62496 0.20598 0.007 0.056 0.041
H -6.80451 6.57392 1.33038 0.096 0.119 0.084
H -7.39556 7.33284 -0.16626 0.015 -0.062 -0.074
```
Forces are in eV/Å.

Summary:
* F_max: 1.5 eV Å⁻¹
* gap between HOMO and LUMO: 0.322 Ha
* ΔE to the lowest compared entry with this formula, charge and spin: 0.000 eV
* LUMO level: -0.38 eV
* E_tot: -3221.845490 Eh
* net charge: 0
* multiplicity: 1

=====

[2]
ORCA calculation (the ωB97M-V functional and the def2-TZVPD basis) on a structure of composition C38H50ClO4S3SiY.

The geometry in XYZ format:
```
98
Properties=species:S:1:pos:R:3:forces:R:3
Y -1.12487 1.14413 -0.11983 -1.188 0.252 0.875
C -1.48253 -4.49893 -2.22282 -0.105 -0.054 0.023
C -0.61459 -4.04292 -1.04910 -0.053 -0.044 0.118
C 0.20628 -5.21709 -0.51074 -0.037 -0.001 0.034
C -1.42937 -3.34416 0.03350 -0.016 0.020 0.005
C -2.54396 -2.55941 -0.28571 -0.025 -0.011 0.055
C -3.29597 -1.93046 0.70055 0.070 -0.066 0.061
C -2.93251 -2.00692 2.04745 -0.057 0.084 0.033
C -3.74795 -1.31322 3.11369 0.019 -0.070 -0.100
C -1.81244 -2.76349 2.36718 0.057 -0.067 0.009
C -1.09369 -3.43909 1.38339 -0.034 0.058 0.075
H -0.87382 -5.05135 -2.94037 -0.015 0.018 0.007
H -1.92512 -3.65989 -2.76051 0.023 -0.082 0.068
H -2.28904 -5.15356 -1.87769 0.040 0.006 -0.018
H 0.09270 -3.30792 -1.44181 0.012 0.018 0.004
H -0.42378 -5.91794 0.04747 0.043 0.033 -0.057
H 1.01830 -4.88881 0.14199 -0.055 -0.010 -0.016
H 0.66178 -5.75901 -1.34173 -0.001 0.027 0.025
H -2.85854 -2.45732 -1.31816 0.015 -0.011 0.063
H -4.20221 -1.39955 0.42773 0.115 0.002 -0.023
H -3.81516 -0.24038 2.91453 0.008 -0.072 -0.022
H -3.30549 -1.45592 4.10053 -0.039 -0.026 -0.068
H -4.77034 -1.69921 3.13657 0.043 0.003 -0.011
H -1.50651 -2.84811 3.40809 -0.036 0.001 -0.122
H -0.24827 -4.04514 1.68833 -0.048 0.022 -0.018
C 0.76436 0.34140 5.20788 0.061 -0.005 -0.080
C 1.63306 -0.10840 4.03100 -0.271 -0.062 0.124
S 1.30424 0.56652 2.38873 -0.011 0.174 -0.151
C 1.36878 2.34721 2.66299 -0.092 0.015 0.027
C 0.12717 3.05580 3.23879 -0.011 0.042 0.175
S -1.44122 2.28694 2.79637 0.031 0.330 -0.801
C -2.41395 2.30462 4.29822 0.126 -0.411 0.029
C -1.74699 1.60449 5.48284 -0.121 -0.134 0.029
S -1.01534 -0.01294 5.09365 0.032 -0.016 -0.006
H 0.88345 1.41002 5.37226 0.036 0.021 0.011
H 1.13229 -0.15992 6.10280 0.100 0.002 0.016
H 1.57255 -1.18964 3.88721 -0.007 0.030 0.017
H 2.67234 0.12841 4.26559 0.037 -0.043 0.033
H 1.57196 2.74944 1.66891 -0.004 0.029 -0.013
H 2.24143 2.57608 3.27794 0.003 0.043 -0.016
H 0.11751 4.07689 2.86018 0.029 0.063 0.061
H 0.16098 3.10485 4.32546 0.099 0.019 -0.009
H -3.31683 1.76417 4.00811 -0.017 0.059 0.018
H -2.69995 3.32592 4.54324 0.005 0.037 0.088
H -2.50459 1.43962 6.24862 0.007 0.014 0.062
H -0.97592 2.22304 5.93664 0.015 0.047 0.019
C -1.01987 3.10399 -2.85764 -0.079 -0.024 -0.028
C -1.18092 4.05523 -1.67157 0.183 -0.036 0.002
C -0.49023 5.38373 -1.97629 0.036 0.073 -0.094
C -0.64713 3.42128 -0.36979 -0.072 -0.173 -0.081
H -1.36217 3.55813 -3.79287 0.018 -0.033 0.049
H -1.61867 2.18539 -2.73874 0.060 0.075 -0.001
H 0.02719 2.82322 -2.98554 0.008 -0.005 -0.015
H -2.24510 4.24862 -1.54813 -0.120 0.018 0.071
H 0.56264 5.20774 -2.23111 -0.083 0.037 0.050
H -0.52300 6.04761 -1.10751 -0.003 -0.041 -0.065
H -0.96106 5.90333 -2.82052 0.072 -0.073 0.082
H -1.03599 3.99123 0.48217 0.037 0.045 0.061
H 0.44816 3.54466 -0.35656 0.050 -0.034 -0.002
O -3.16742 0.57752 -1.43585 0.150 0.390 0.427
Cl -4.07857 1.31285 -0.50886 -0.169 0.184 -0.001
O -4.05252 2.70108 -0.84821 -0.172 -0.505 0.091
O -5.38220 0.75245 -0.52009 0.508 0.068 -0.039
O -3.43543 1.13082 0.81763 -0.056 0.142 -0.471
C 0.01923 -2.79082 -4.99682 0.059 0.023 0.004
C 1.25031 -2.93448 -4.36402 -0.018 0.048 0.066
C 1.56926 -2.14021 -3.26750 -0.038 -0.030 -0.103
C 0.66860 -1.18878 -2.77418 -0.091 -0.081 -0.170
C -0.56731 -1.07209 -3.42128 0.098 -0.109 -0.047
C -0.89207 -1.85734 -4.52499 0.080 0.086 0.058
Si 1.12034 -0.04926 -1.32778 0.742 -0.349 -0.397
C 2.40806 -1.02431 -0.32545 0.249 -0.056 -0.040
C 1.97274 -2.03334 0.53765 0.025 -0.030 0.026
C 2.85885 -2.78235 1.29953 0.016 0.028 0.008
C 4.22490 -2.52915 1.22151 0.003 0.049 -0.041
C 4.68609 -1.53417 0.36805 -0.119 0.027 -0.026
C 3.78642 -0.79461 -0.40077 -0.027 -0.113 0.074
C 2.13046 1.34049 -2.14794 0.117 0.060 -0.086
C 2.78251 2.29951 -1.36308 0.027 0.032 -0.046
C 3.47933 3.36010 -1.92761 -0.041 -0.054 -0.025
C 3.54091 3.48710 -3.31184 -0.030 -0.026 0.013
C 2.91756 2.53991 -4.11347 -0.020 -0.036 0.043
C 2.22402 1.47865 -3.53571 0.049 0.068 -0.026
H -0.22908 -3.40768 -5.85300 0.015 0.014 0.041
H 1.96307 -3.66767 -4.72641 -0.035 0.039 0.015
H 2.53273 -2.26660 -2.77876 -0.082 0.012 -0.061
H -1.30468 -0.35730 -3.06459 -0.002 0.020 -0.011
H -1.85589 -1.74376 -5.00884 0.036 0.002 0.027
H 0.90896 -2.22344 0.63356 0.021 -0.004 -0.011
H 2.48645 -3.56032 1.96108 0.025 0.048 -0.053
H 4.92398 -3.10646 1.81755 -0.045 0.042 -0.041
H 5.75017 -1.33266 0.29582 -0.074 -0.016 -0.001
H 4.17123 -0.02627 -1.06514 -0.039 -0.058 0.055
H 2.76013 2.20763 -0.27880 -0.025 0.008 -0.022
H 3.97296 4.08769 -1.29170 -0.030 -0.042 -0.036
H 4.07376 4.31859 -3.76002 -0.025 -0.058 0.024
H 2.97016 2.62500 -5.19394 -0.010 -0.002 0.069
H 1.73987 0.75073 -4.18156 0.043 0.068 0.054
```
Forces are in eV/Å.

Summary:
* F_max: 1.5 eV Å⁻¹
* gap between HOMO and LUMO: 0.284 Ha
* ΔE to the lowest compared entry with this formula, charge and spin: 1.359 eV
* LUMO level: 0.09 eV
* E_tot: -3761.301442 Eh
* net charge: 0
* multiplicity: 1

=====

Which of these has the lowest E_tot? C38H50ClO4S3SiY

=====

Which formula does entry 2 have? C38H50ClO4S3SiY

=====

Which of these has the highest ΔE to the lowest compared entry with this formula, charge and spin? C38H50ClO4S3SiY

=====

ΔE to the lowest compared entry with this formula, charge and spin of number 1 (C38H49N3O21)? 0.000 eV